H4S2 | ωB97M-V/def2-TZVPD

For the total energy, the calculation gives -21734.7219 eV. The LUMO energy comes out at 0.742 eV. As for the orbital gap: 0.3794 hartree. The SMILES is S.S. The max |F| is 0.78 eV/Å. For the energy relative to the best compared isomer or geometry (same formula, charge and spin), the calculation gives 8.22 kcal/mol. The molar mass is 68.17 g/mol. For the HOMO energy, the calculation gives -9.6 eV.

Each line ends with the Mulliken charge.
Element x y z (Å)
S 0.45071 -0.06928 1.72019  -0.244
H 0.89122 -1.30504 2.02112  0.148
H 0.79767 -0.20431 0.42671  0.041
S -1.01921 0.63155 -0.85792  -0.257
H -1.31807 0.80996 -2.15813  0.134
H 0.19766 0.13711 -1.15197  0.178

***

H4S3 | ωB97M-V/def2-TZVPD

For the total energy, the calculation gives -32570.1240 eV. The LUMO energy comes out at 0.225 eV. As for the orbital gap: 0.3449 hartree. The SMILES is SS.S. The max |F| is 1.07 eV/Å. For the energy relative to the best compared isomer or geometry (same formula, charge and spin), the calculation gives 5.22 kcal/mol. The molar mass is 100.23 g/mol. For the HOMO energy, the calculation gives -9.2 eV.

Each line ends with the Mulliken charge.
Element x y z (Å)
S -3.36042 3.08960 3.09855  -0.176
S -2.27183 1.94142 1.70867  -0.166
H -2.20737 3.70453 3.49346  0.176
H -1.85538 3.01797 1.07123  0.166
S 3.26221 -3.32563 -3.01222  -0.288
H 3.39957 -4.04971 -4.12844  0.144
H 3.03323 -4.37817 -2.23125  0.143

***

H4S4 | ωB97M-V/def2-TZVPD

For the total energy, the calculation gives -43405.3867 eV. The LUMO energy comes out at 0.087 eV. As for the orbital gap: 0.3547 hartree. The SMILES is SS.SS. The max |F| is 1.45 eV/Å. For the energy relative to the best compared isomer or geometry (same formula, charge and spin), the calculation gives 5.00 kcal/mol. The molar mass is 132.30 g/mol. For the HOMO energy, the calculation gives -9.6 eV.

Each line ends with the Mulliken charge.
Element x y z (Å)
S -0.82162 -2.44454 -4.39476  -0.167
S -1.53484 -0.67776 -3.43092  -0.182
H 0.30005 -1.88511 -4.89616  0.177
H -0.85139 -0.56458 -2.27223  0.172
S 1.33043 2.05727 3.00996  -0.182
S -0.12853 0.59124 3.47154  -0.173
H 1.09422 2.88002 4.05389  0.176
H 0.61169 0.04343 4.45870  0.180

***

H4SSi | ωB97M-V/def2-TZVPD

For the total energy, the calculation gives -18777.3152 eV. The LUMO energy comes out at 0.722 eV. As for the orbital gap: 0.3750 hartree. The SMILES is [SiH3]S. The max |F| is 2.42 eV/Å. For the energy relative to the best compared isomer or geometry (same formula, charge and spin), the calculation gives 10.56 kcal/mol. The molar mass is 64.19 g/mol. For the HOMO energy, the calculation gives -9.5 eV.

Each line ends with the Mulliken charge.
Element x y z (Å)
Si -0.28548 -0.31594 0.02194  0.393
S 1.93089 -0.10096 -0.04714  -0.327
H -0.75650 1.07753 0.23424  -0.077
H -0.61480 -1.40078 -1.07932  -0.050
H -0.62549 -1.17256 1.25492  -0.073
H 1.94059 1.18684 0.34866  0.133

***

H56O28 | ωB97M-V/def2-TZVPD

For the total energy, the calculation gives -58241.5078 eV. The LUMO energy comes out at -0.923 eV. As for the orbital gap: 0.3274 hartree. The max |F| is 1.09 eV/Å. For the energy relative to the best compared isomer or geometry (same formula, charge and spin), the calculation gives 69.92 kcal/mol. The molar mass is 504.42 g/mol. For the HOMO energy, the calculation gives -9.8 eV.

Each line ends with the Mulliken charge.
Element x y z (Å)
O 3.99917 0.78911 -3.58572  -0.615
H 4.44227 0.57816 -2.76390  0.291
H 4.69424 0.77476 -4.24368  0.251
O -1.36196 -1.43222 2.66715  -0.492
H -0.59332 -1.20278 2.14487  0.140
H -1.42941 -2.38389 2.58963  0.202
O 2.37484 3.20551 -3.96392  -0.638
H 1.47562 2.95294 -3.75451  0.305
H 2.89699 2.43178 -3.75196  0.405
O -0.46623 3.83042 -3.40492  -0.668
H -0.36682 4.12379 -2.49922  0.308
H -1.06825 4.46276 -3.79729  0.286
O -2.98786 4.61738 -0.14868  -0.556
H -3.40673 4.14008 -0.86489  0.285
H -2.05260 4.57781 -0.34855  0.274
O -0.26760 -5.20326 -2.37164  -0.602
H 0.63666 -5.31591 -2.07864  0.256
H -0.52545 -4.34685 -2.03061  0.475
O 0.75024 -3.12671 0.79148  -0.604
H 0.36138 -3.97888 0.98853  0.235
H 1.44686 -3.02506 1.44003  0.289
O -3.65774 -0.14868 -4.09977  -0.598
H -2.87855 0.38103 -3.93096  0.372
H -3.34164 -1.05206 -4.08488  0.291
O 2.02011 -2.91572 -3.80517  -0.587
H 2.70499 -2.96717 -4.47190  0.278
H 2.48624 -3.01033 -2.97451  0.323
O 1.38227 -0.03248 -2.80270  -0.505
H 2.16183 0.37307 -3.18222  0.190
H 1.52268 -0.97279 -2.91383  0.287
O 2.88916 -3.26464 2.74614  -0.594
H 3.60319 -2.94343 3.29678  0.267
H 2.21986 -3.55457 3.36599  0.288
O 3.51501 3.75912 2.52944  -0.594
H 4.21077 3.13968 2.74956  0.270
H 2.74907 3.21008 2.36175  0.364
O 3.24387 -3.77777 -0.89759  -0.611
H 2.98347 -4.64953 -1.19500  0.271
H 2.80525 -3.67122 -0.05350  0.267
O 0.23855 0.09276 0.53872  -0.278
H 0.75814 -0.05044 -0.25232  0.094
H -0.65156 0.23821 0.21812  0.138
O 3.67210 0.52335 0.90154  -0.693
H 2.72852 0.67145 0.96432  0.290
H 4.02600 0.88208 1.71536  0.229
O -3.68643 -1.08851 4.29486  -0.581
H -3.09663 -1.34455 3.58577  0.302
H -4.55508 -1.07901 3.89286  0.317
O -2.29002 -0.29200 -0.85959  -0.594
H -2.12814 0.03135 -1.74586  0.426
H -3.06341 -0.84949 -0.94506  0.189
O -1.31262 1.17895 3.95586  -0.565
H -1.03692 0.36137 4.37033  0.342
H -1.82479 1.62810 4.62830  0.242
O -6.33370 1.51653 0.78394  -0.616
H -5.43054 1.30621 1.02122  0.308
H -6.48305 1.04370 -0.03482  0.281
O -4.35525 3.89801 2.31442  -0.626
H -3.83493 4.53922 1.83033  0.303
H -3.92657 3.06015 2.13991  0.387
O -3.29823 1.32969 1.75307  -0.510
H -3.04328 0.96568 0.90529  0.328
H -2.61142 1.04151 2.35431  0.273
O -1.29749 1.12624 -3.37196  -0.635
H -1.12000 2.06626 -3.33889  0.383
H -0.50689 0.72009 -3.01669  0.170
O 1.40999 1.74479 2.43282  -0.549
H 0.96118 1.32893 1.69670  0.426
H 0.87856 1.51923 3.19632  0.221
O -4.96350 -1.44428 -0.87525  -0.542
H -4.95142 -2.33884 -1.21560  0.267
H -5.89237 -1.21799 -0.82805  0.244
O -1.07139 -2.93095 -1.14332  -0.774
H -1.38014 -2.02492 -1.14780  0.442
H -0.39327 -2.95007 -0.46803  0.462
O 5.05390 2.61315 -0.64181  -0.636
H 4.61111 2.13810 0.06139  0.391
H 5.79758 2.05764 -0.87548  0.299
O 5.11493 -1.61968 0.09224  -0.616
H 4.36186 -1.15817 0.46120  0.325
H 4.75114 -2.43489 -0.25319  0.388
O 0.03152 -0.59771 5.61819  -0.674
H 0.03404 0.04915 6.32373  0.318
H 0.93803 -0.62221 5.31182  0.301

***

H5N2PS | ωB97M-V/def2-TZVPD

For the total energy, the calculation gives -23182.3977 eV. The LUMO energy comes out at 0.273 eV. As for the orbital gap: 0.3026 hartree. The max |F| is 3.32 eV/Å. For the energy relative to the best compared isomer or geometry (same formula, charge and spin), the calculation gives 84.09 kcal/mol. The molar mass is 96.09 g/mol. For the HOMO energy, the calculation gives -8.0 eV.

Each line ends with the Mulliken charge.
Element x y z (Å)
N -0.14116 -0.06100 -1.74966  -0.323
N -0.02609 0.98992 -0.92353  -0.480
P 0.55319 0.59137 1.28067  0.114
S 0.33736 -1.44549 1.53044  -0.241
H 0.76965 -0.30288 -2.12707  0.258
H -0.70755 -0.98780 -1.52116  0.215
H -0.88585 1.34387 -0.54172  0.294
H -0.80343 1.06025 1.34785  -0.001
H 0.90389 -1.18826 2.70418  0.163

***

H5N3 | ωB97M-V/def2-TZVPD

For the total energy, the calculation gives -4549.0939 eV. The LUMO energy comes out at 1.203 eV. As for the orbital gap: 0.3663 hartree. The SMILES is NNN. The max |F| is 3.43 eV/Å. For the energy relative to the best compared isomer or geometry (same formula, charge and spin), the calculation gives 9.64 kcal/mol. The molar mass is 47.06 g/mol. For the HOMO energy, the calculation gives -8.8 eV.

Each line ends with the Mulliken charge.
Element x y z (Å)
N -1.23744 -0.01339 -0.02276  -0.508
N -0.02843 -0.76624 -0.00358  -0.191
N 1.13916 0.00725 -0.03123  -0.513
H -1.31547 0.75265 0.82414  0.231
H -1.17642 0.50535 -0.90651  0.262
H 0.06317 -1.51525 0.74627  0.252
H 1.42580 0.09014 -0.98423  0.238
H 1.12964 0.93948 0.37790  0.229

***

H5N3O2P | ωB97M-V/def2-TZVPD

For the total energy, the calculation gives -17938.3426 eV. The LUMO energy comes out at 4.432 eV. As for the orbital gap: 0.3293 hartree. The SMILES is NN[P@](N)(=O)[O-]. The max |F| is 3.00 eV/Å. For the energy relative to the best compared isomer or geometry (same formula, charge and spin), the calculation gives 0.00 kcal/mol. The molar mass is 110.03 g/mol. For the HOMO energy, the calculation gives -4.5 eV. Its net charge is -1.

Each line ends with the Mulliken charge.
Element x y z (Å)
N 1.80124 0.95331 -0.07395  -0.621
N 0.66779 0.50692 -0.85077  -0.323
P -0.94891 0.15821 -0.00184  0.828
N -0.90231 -1.47463 0.40678  -0.485
O -2.04459 0.12812 -1.01091  -0.751
O -1.05349 1.06596 1.25576  -0.787
H 1.37512 1.48405 0.70611  0.282
H 2.06734 0.13211 0.47687  0.247
H 0.42663 1.11224 -1.60868  0.239
H -0.97084 -2.06552 -0.40881  0.197
H -0.41796 -2.00077 1.10944  0.175

***

H5N3OS | ωB97M-V/def2-TZVPD

For the total energy, the calculation gives -17431.7686 eV. The LUMO energy comes out at 0.739 eV. As for the orbital gap: 0.3829 hartree. The SMILES is N=S(N)(N)=O. The max |F| is 5.41 eV/Å. For the energy relative to the best compared isomer or geometry (same formula, charge and spin), the calculation gives 9.68 kcal/mol. The molar mass is 95.13 g/mol. For the HOMO energy, the calculation gives -9.7 eV.

Each line ends with the Mulliken charge.
Element x y z (Å)
N 1.50575 -0.40414 -0.79266  -0.644
S -0.01056 -0.16293 -0.18440  0.863
N -0.24766 1.46696 0.18683  -0.548
N -0.10605 -0.79008 1.38038  -0.528
O -1.20049 -0.51525 -0.96340  -0.609
H 1.25385 -0.29891 -1.76207  0.238
H -0.04538 1.98290 -0.69458  0.281
H -1.26669 1.55708 0.05092  0.315
H -0.63188 -1.72444 1.06910  0.335
H 0.74911 -1.11119 1.70987  0.299

***

H5N3S | ωB97M-V/def2-TZVPD

For the total energy, the calculation gives -15382.7882 eV. The LUMO energy (alpha / beta) comes out at -0.660 / -0.112 eV. As for the orbital gap (alpha / beta): 0.2584 / 0.3492 hartree. The max |F| is 1.99 eV/Å. For the energy relative to the best compared isomer or geometry (same formula, charge and spin), the calculation gives 53.99 kcal/mol. The molar mass is 79.13 g/mol. For the HOMO energy (alpha / beta), the calculation gives -7.7 / -9.6 eV.

Each line ends with the Mulliken charge.
Element x y z (Å)
N -1.86187 -0.31899 0.05454  -0.482
N 1.38246 0.90532 0.97352  -0.479
N -0.00634 -1.23265 -1.22288  -0.472
S -0.72079 0.26139 -0.88909  0.235
H -2.33128 0.34759 0.59997  0.231
H 1.82778 1.80894 1.08026  0.206
H 0.57144 1.10892 1.53547  0.215
H 0.85499 -1.16128 -1.74028  0.255
H 0.28360 -1.71922 -0.39151  0.289